1.
Here is 5 unconnected molecules or ions with the total composition C2H16N2O4 at a distorted geometry from the Open Molecules 2025 dataset. Energies are from the ωB97M-V functional and the def2-TZVPD basis.

Total charge: -1
Kohn-Sham gap (spin up / spin down): 2.6 / 10.0 eV
Maximum force: 2.19 eV Å⁻¹
Spin multiplicity: 2
LUMO (spin up / spin down): 3.57 / 3.46 eV
Energy: -496.2216 hartree
M: 132.16 g mol⁻¹
Energy relative to the best compared isomer or geometry (same formula, charge and spin): 32.7 kJ/mol

Each line ends with the Löwdin spin population.
Element x y z (Å)
N 0.504 -0.815 -1.042  0.037
C -0.839 -0.381 -1.503  0.032
C -1.918 -0.958 -0.521  0.042
N -2.482 0.155 0.269  0.023
H 1.161 -0.041 -1.088  0.021
H 0.811 -1.434 -1.783  0.014
H -1.111 -0.747 -2.495  0.003
H -0.883 0.701 -1.420  0.008
H -2.761 -1.244 -1.167  0.002
H -1.560 -1.819 0.041  0.014
H -3.204 -0.257 0.860  0.010
H -1.801 0.479 0.949  0.025
H 1.195 2.170 -1.060  0.011
H 2.432 2.474 -1.810  0.015
O 1.531 2.103 -1.981  0.045
H 1.437 3.288 1.287  0.039
H 0.834 1.893 1.619  0.024
O 1.103 2.482 0.869  0.152
H 0.631 -0.273 1.805  0.036
H 1.017 0.138 3.245  0.091
O 0.505 0.451 2.474  0.229
H 1.351 -3.510 1.099  0.022
H 0.794 -2.318 0.265  0.010
O 1.253 -2.537 1.087  0.094

2.
Here is 2 unconnected molecules or ions with the total composition C5H11N3 at a distorted geometry from the Open Molecules 2025 dataset. Energies are from the ωB97M-V functional and the def2-TZVPD basis.

Total charge: 0
Kohn-Sham gap (spin up / spin down): 7.5 / 6.5 eV
Maximum force: 2.05 eV Å⁻¹
LUMO (spin up / spin down): 0.45 / -0.22 eV
Energy: -361.2244 hartree
M: 113.16 g mol⁻¹
Energy relative to the best compared isomer or geometry (same formula, charge and spin): 433.1 kJ/mol

Each line ends with the Mulliken charge.
Element x y z (Å)
C -1.565 -0.807 -0.067  -0.793
N -2.792 -0.152 0.172  -0.555
C -0.458 0.775 -0.871  0.423
N -0.987 1.512 -1.606  -0.746
H -3.042 0.459 -0.602  0.312
H -2.778 0.407 1.016  0.236
H -1.618 -1.457 -0.938  0.303
H -1.222 -1.325 0.829  0.499
C 1.036 0.966 1.308  -1.169
N 1.384 -1.533 -0.334  -0.324
C 1.812 -0.323 -0.737  -0.343
C 1.172 0.830 -0.207  0.125
H 0.476 -1.514 0.157  0.093
H 1.608 -2.341 -0.897  0.266
H 2.397 -0.269 -1.645  0.358
H 1.576 1.744 -0.638  0.340
H 0.411 1.827 1.550  0.369
H 2.015 1.118 1.766  0.352
H 0.574 0.082 1.745  0.256

3.
Here is 2 unconnected molecules or ions with the total composition CH3NO3P at a distorted geometry from the Open Molecules 2025 dataset. Energies are from the ωB97M-V functional and the def2-TZVPD basis.

Total charge: -1
Kohn-Sham gap: 8.7 eV
Maximum force: 2.69 eV Å⁻¹
LUMO: 4.03 eV
Energy: -661.8706 hartree
M: 108.01 g mol⁻¹
Energy relative to the best compared isomer or geometry (same formula, charge and spin): 13.9 kJ/mol

Each line ends with the Mulliken charge.
Element x y z (Å)
C 0.715 0.516 0.199  0.146
N 0.202 -0.354 -0.666  -0.228
O -4.309 0.682 0.275  -0.523
O 1.866 0.426 0.591  -0.632
O -2.478 -0.517 -0.946  -0.574
P -3.122 -0.231 0.417  0.102
H 0.015 1.341 0.299  0.241
H 0.507 -1.265 -0.987  0.186
H -0.763 -0.205 -0.843  0.284